[1]
{
  "formula": "C35H81BClN5O11P",
  "method": "ωB97M-V with the def2-TZVPD basis set",
  "spin_multiplicity": 1,
  "total_charge": -1,
  "homo_energy_ev": -4.098,
  "elements": ["C", "C", "C", "C", "C", "P", "C", "C", "C", "C", "C", "N", "C", "C", "O", "C", "O", "N", "O", "C", "C", "O", "Cl", "B", "O", "C", "C", "H", "H", "H", "H", "H", "H", "H", "H", "H", "H", "H", "H", "H", "H", "H", "H", "H", "H", "H", "H", "H", "H", "H", "H", "H", "H", "H", "H", "H", "H", "H", "H", "H", "H", "H", "H", "C", "O", "C", "C", "N", "C", "C", "O", "C", "H", "H", "H", "H", "H", "H", "H", "H", "H", "H", "H", "H", "H", "H", "H", "C", "O", "C", "C", "N", "C", "C", "O", "C", "H", "H", "H", "H", "H", "H", "H", "H", "H", "H", "H", "H", "H", "H", "H", "C", "O", "C", "C", "N", "C", "C", "O", "C", "H", "H", "H", "H", "H", "H", "H", "H", "H", "H", "H", "H", "H", "H", "H"],
  "positions_angstrom": [[4.1301, -1.1226, 1.8254], [3.6771, 0.3598, 2.3359], [3.4466, 1.2076, 0.9910], [3.0655, 2.7389, 1.1329], [3.6925, 3.2640, 2.4870], [1.2389, 3.3138, 0.7254], [2.0723, 4.9273, 0.0629], [0.5663, 1.8695, 1.7947], [0.2950, 0.4141, 1.3362], [-1.2549, -0.0527, 1.5290], [-1.8734, -0.7429, 0.2372], [-1.0959, -1.9898, -0.0391], [-1.7711, -2.8593, -1.0080], [-1.8969, -2.4419, -2.5486], [-2.2143, -3.9694, -0.6308], [1.0470, 4.3683, 2.3434], [-0.2457, 5.1298, 2.3886], [-0.3517, 5.6661, 3.6325], [-1.5186, 5.8268, 3.8642], [1.2336, 2.4422, -0.9997], [0.1086, 1.6834, -1.6814], [-1.0230, 1.9223, -2.0964], [0.6036, 0.0094, -2.4138], [-0.5596, 3.9636, 0.2472], [-0.7652, 5.1075, -0.6599], [-1.9878, 3.2858, 0.6261], [-3.2585, 4.1399, 0.0825], [3.4782, -1.9056, 2.3461], [5.2031, -1.3228, 2.1343], [4.0443, -1.2082, 0.6989], [4.5773, 0.7219, 2.9400], [2.7539, 0.1861, 2.9553], [2.8292, 0.5830, 0.2727], [4.4989, 1.1585, 0.5158], [3.6749, 3.2238, 0.2846], [3.8348, 4.3976, 2.5402], [3.1680, 2.8779, 3.4264], [4.7651, 2.8544, 2.5518], [2.4078, 4.9420, -1.0141], [3.0348, 5.2266, 0.6245], [1.4331, 5.8511, 0.3091], [-0.3303, 2.1930, 2.4449], [1.3360, 1.7811, 2.6543], [0.7094, 0.0074, 0.3673], [0.8041, -0.3102, 2.0820], [-1.9037, 0.8112, 1.9022], [-1.3535, -0.8388, 2.3618], [-2.9290, -1.0815, 0.5443], [-2.0149, -0.0588, -0.6497], [-1.1567, -2.5307, 0.8427], [-2.3379, -1.4044, -2.6336], [-2.4843, -3.2368, -3.1253], [-0.8489, -2.4124, -2.9845], [1.0863, 3.8258, 3.3283], [1.7829, 5.2446, 2.4174], [2.2322, 1.9628, -1.3045], [1.2482, 3.3411, -1.7355], [-1.0159, 4.7090, -1.5149], [-2.1583, 3.2420, 1.7609], [-2.1594, 2.2384, 0.2442], [-4.2039, 3.5501, 0.3269], [-3.2596, 5.1823, 0.5160], [-3.1908, 4.1947, -1.0597], [-2.2034, -7.1813, -8.3487], [-1.9978, -8.1004, -7.2885], [-0.6180, -8.3730, -7.0417], [-0.1985, -7.8128, -5.6829], [-0.1676, -6.3524, -5.7046], [-0.0235, -5.7469, -4.3773], [-1.1661, -5.9610, -3.3755], [-2.3812, -5.3179, -3.7396], [-3.2105, -6.0687, -4.6101], [-3.2747, -7.1341, -8.5509], [-1.8618, -6.1807, -8.0714], [-1.6927, -7.5115, -9.2590], [0.0267, -8.0012, -7.8442], [-0.5145, -9.4625, -7.0128], [0.7970, -8.1914, -5.4307], [-0.9093, -8.1857, -4.9373], [-1.0283, -6.0114, -6.1169], [0.0819, -4.6697, -4.5386], [0.9156, -6.0910, -3.9315], [-0.8587, -5.4947, -2.4342], [-1.3362, -7.0178, -3.1443], [-3.1144, -7.1465, -4.4546], [-2.9938, -5.8146, -5.6513], [-4.2472, -5.7841, -4.4190], [-9.3117, -1.2094, -3.4979], [-8.2795, -0.8796, -4.4122], [-8.3190, 0.4838, -4.8354], [-7.1065, 1.2443, -4.2989], [-7.1994, 1.4264, -2.8524], [-5.9609, 1.9179, -2.2403], [-4.7318, 1.0018, -2.3021], [-4.8589, -0.1887, -1.5308], [-5.4922, -1.2651, -2.1919], [-9.2839, -2.2877, -3.3329], [-9.1580, -0.7108, -2.5373], [-10.2940, -0.9454, -3.9030], [-9.2558, 0.9761, -4.5564], [-8.2640, 0.4736, -5.9288], [-7.0547, 2.2243, -4.7836], [-6.2112, 0.6754, -4.5726], [-7.4344, 0.5387, -2.4235], [-6.1882, 2.1011, -1.1857], [-5.7093, 2.8884, -2.6803], [-3.8985, 1.5540, -1.8552], [-4.4232, 0.7732, -3.3279], [-5.3083, -1.2583, -3.2697], [-6.5673, -1.2586, -1.9921], [-5.0938, -2.1948, -1.7797], [8.3266, 0.1214, 8.4292], [6.9765, 0.1757, 8.0004], [6.1612, 1.0160, 8.8180], [5.7104, 2.2479, 8.0336], [6.8326, 3.1502, 7.7835], [6.5276, 4.2162, 6.8255], [6.2107, 3.7990, 5.3831], [7.3182, 3.2376, 4.6878], [7.4977, 1.8452, 4.8862], [8.8390, -0.6362, 7.8341], [8.8271, 1.0802, 8.2695], [8.3922, -0.1632, 9.4843], [6.6611, 1.2960, 9.7505], [5.2742, 0.4311, 9.0814], [4.9424, 2.7767, 8.6067], [5.2632, 1.8984, 7.0968], [7.6124, 2.6129, 7.4224], [7.4056, 4.8692, 6.7994], [5.7003, 4.8177, 7.2165], [5.9519, 4.7109, 4.8361], [5.3326, 3.1488, 5.3123], [6.5530, 1.3207, 5.0527], [8.1825, 1.6674, 5.7199], [7.9667, 1.4333, 3.9905]],
  "forces_ev_per_angstrom": [[-0.2087, 0.1853, 0.8061], [0.6460, -1.5970, -1.3420], [1.3245, -0.5492, 0.5962], [1.5868, -0.3833, -0.6706], [1.1329, -0.0127, 0.1197], [-0.3990, 1.3226, 1.8866], [1.1185, 2.4369, -0.2180], [-0.0998, -0.9816, 2.3128], [-0.7845, -2.3778, 1.4281], [0.0029, -0.0822, -0.4347], [-1.2804, 0.4035, 1.3227], [-1.6463, -0.9982, -1.1551], [-0.5515, -1.4037, 0.2810], [0.3782, -0.1683, 0.7186], [1.3037, 2.5596, -0.8836], [1.1886, 2.0951, 2.2022], [1.0041, -0.9918, -0.0721], [-2.4829, -0.1997, -0.4748], [1.2906, 0.4879, 0.4984], [0.8955, -0.1797, -3.9733], [-1.8288, -0.3064, -1.8400], [2.9243, 0.6097, 2.1135], [0.5962, 0.2061, 0.5290], [-1.8961, 1.0702, -1.1467], [0.9373, -1.7177, 0.3606], [-1.8659, 0.3985, 0.5566], [0.6096, -0.9717, -0.4406], [0.9126, 0.9000, -0.9486], [-1.1942, 0.1476, -0.4877], [0.0366, -0.0437, 1.3717], [-1.6537, -0.0847, -0.6448], [1.0032, 0.6918, -0.4759], [0.3172, 0.9438, 1.0217], [-1.3651, 0.1959, 0.5523], [-0.8268, -0.5495, 1.2571], [-0.5703, -1.5374, -0.0917], [0.5246, 0.6284, -1.3090], [-1.3466, 0.5352, -0.0441], [-0.6013, 0.1152, 0.7810], [-1.2107, -0.8794, -0.6163], [0.5165, -1.3788, -0.9116], [0.9849, -0.2444, -1.3445], [-0.7992, 0.1855, -1.4437], [-0.7016, 0.9898, 0.6986], [-0.3725, 1.1909, -1.0541], [0.8715, -1.1030, -0.8351], [0.3723, 0.9956, -1.0822], [1.1576, 0.6753, -0.5295], [0.6466, -0.8171, 0.8784], [0.2392, 0.2784, -0.7164], [0.4949, -1.1476, 0.0384], [0.7232, 1.2688, 1.1850], [-1.1988, 0.1193, 0.5885], [-0.0010, 0.3697, -0.9910], [-0.6026, -1.5634, -0.0629], [-1.5998, 0.1957, 0.6882], [-0.2056, -0.9450, 1.3274], [-0.2088, 0.3846, 0.4616], [0.5443, -0.0800, -1.4582], [0.5295, 0.9487, 0.4050], [1.0297, 1.0078, -0.1710], [-0.1494, -1.2100, -0.5194], [-0.2145, 0.1211, 1.5219], [-0.1691, -0.1464, 0.1851], [0.2297, 0.2088, -0.3535], [-0.0625, -0.2949, 0.6192], [-0.2120, 0.2904, -0.4653], [0.0644, -0.2176, 0.1157], [-0.2761, 0.1497, -0.2147], [0.3494, 0.4319, 0.2657], [0.0694, -0.6496, -0.1942], [-0.0788, 0.4004, 0.0530], [0.0583, -0.0605, 0.0807], [0.0905, 0.0698, -0.1628], [0.0264, 0.0904, 0.0058], [-0.1103, 0.1638, 0.0397], [0.0325, 0.0241, -0.0140], [-0.0146, 0.0358, 0.0205], [0.0294, -0.2425, 0.0183], [0.0833, -0.0452, 0.0327], [-0.0062, -0.0408, 0.1264], [-0.0609, -0.0694, 0.0036], [-0.1046, 0.0140, -0.0352], [-0.1045, -0.0485, -0.1597], [0.0895, 0.0175, -0.0525], [-0.0514, -0.2365, -0.1017], [0.0522, 0.0173, 0.0850], [0.2366, -0.1387, -0.1307], [-0.4234, 0.1641, 0.1743], [0.6425, 0.0476, -0.2698], [-0.4176, -0.2816, 0.2981], [0.0870, 0.0575, -0.2162], [-0.1342, -0.2726, 0.1809], [0.1468, 0.3829, 0.3809], [0.0456, 0.1707, -0.3569], [0.0362, -0.1475, 0.3329], [0.0710, 0.0668, -0.0632], [-0.1792, 0.0597, 0.0575], [-0.0081, 0.0381, 0.0852], [0.0509, -0.0820, 0.1773], [-0.0210, 0.0300, 0.0198], [0.0240, -0.0064, 0.0374], [0.0206, 0.0076, -0.2408], [0.0335, 0.0697, -0.0584], [0.1339, 0.0232, -0.0396], [0.0287, -0.0669, -0.0491], [-0.0220, -0.0408, -0.0115], [-0.1212, -0.1342, -0.0375], [-0.0664, 0.0592, -0.0085], [-0.0904, -0.0694, -0.2120], [0.0707, 0.0512, -0.0074], [-0.1849, -0.1251, -0.2233], [0.3077, 0.1271, 0.3693], [-0.5516, 0.0606, -0.4199], [0.5048, -0.1971, 0.1238], [-0.2185, -0.0055, 0.0030], [0.3208, -0.1679, -0.0588], [0.0526, 0.4632, -0.0290], [-0.3239, -0.1566, 0.1885], [0.2658, 0.1784, -0.1771], [-0.1102, 0.0358, -0.0055], [0.1162, 0.0337, 0.1629], [0.0608, 0.0748, -0.0010], [0.1453, 0.0439, -0.1315], [0.0178, 0.0355, 0.0202], [0.0224, 0.0193, -0.0381], [-0.2019, -0.1138, 0.0644], [-0.0912, 0.0326, 0.0316], [-0.0851, 0.0267, -0.0822], [-0.0443, -0.0913, -0.0337], [0.0239, -0.0605, -0.0059], [0.0814, -0.1397, 0.0391], [0.0096, 0.0469, 0.0842], [-0.1041, -0.2123, 0.0833], [-0.0602, 0.0811, -0.0244]]
}



[2]
{
  "formula": "C2H4OS2",
  "method": "ωB97M-V with the def2-TZVPD basis set",
  "relative_energy_kcal_mol": 40.08,
  "spin_multiplicity": 1,
  "homo_energy_ev": [-8.589, -8.587],
  "elements": ["C", "C", "O", "S", "S", "H", "H", "H", "H"],
  "positions_angstrom": [[-0.2362, 0.4807, -0.1759], [-0.8111, -0.2038, 1.0007], [2.6003, 0.1830, -1.6895], [-0.3879, -0.1502, -1.8112], [1.5731, -0.6986, -1.1694], [0.1358, 1.4898, -0.0961], [-1.6558, 0.3641, 1.3970], [-0.0614, -0.2631, 1.7887], [-1.1568, -1.2020, 0.7556]],
  "forces_ev_per_angstrom": [[1.6001, -1.4163, -1.6450], [-0.0664, 0.0443, 0.2812], [0.6559, 0.3570, -0.3039], [-0.0455, 0.0783, 0.4000], [-2.1877, 0.9414, 1.0824], [0.1928, 0.0780, 0.0599], [-0.0781, 0.0542, 0.0136], [-0.0642, -0.0318, 0.1488], [-0.0069, -0.1051, -0.0370]]
}



no.,electronic energy (eV)
1,-90058.460
2,-25854.758